25 unconnected molecules or ions with the total composition C45H140O40 at a distorted geometry, computed with ωB97M-V/def2-TZVPD.

Geometry as ORCA input:
```
! wB97M-V def2-TZVPD RIJCOSX def2/J DEFGRID3
* xyz 0 1
O 13.17207 10.24090 -20.91075
H 13.82366 10.36235 -21.60134
H 12.56514 9.59103 -21.26505
O 13.31117 3.28843 -19.87470
H 12.84674 2.59475 -20.34304
H 12.88331 3.32858 -19.01939
O 8.23322 6.02767 -25.68977
H 9.03714 5.50848 -25.67011
H 7.54169 5.39234 -25.87516
O 3.59664 6.95539 -19.33595
H 4.23305 6.52733 -19.90865
H 4.08966 7.65785 -18.91203
O 13.07776 4.65181 -13.67328
H 12.20794 4.68029 -14.07183
H 13.49115 5.47276 -13.94045
C 2.74936 10.28750 -18.98374
C 4.24341 10.32259 -19.02322
O 4.90646 9.08394 -18.64165
O 2.31913 9.50914 -20.10281
H 2.21596 11.23375 -19.07435
H 2.41852 9.73373 -18.10512
H 4.62905 11.09282 -18.35530
H 4.50815 10.58134 -20.04844
H 5.80681 9.29950 -18.38767
H 2.70422 8.62995 -20.08430
C 10.99636 7.98937 -13.07315
C 10.13855 9.23888 -13.30951
O 10.39486 10.20848 -12.26158
O 10.48041 7.43424 -11.80803
H 12.07189 8.10504 -12.93914
H 10.92598 7.38937 -13.98043
H 9.12790 8.83217 -13.34551
H 10.46942 9.58511 -14.28867
H 9.88829 9.88527 -11.51290
H 9.60453 7.04340 -11.84884
C 11.39034 8.74444 -23.65440
C 10.50980 7.85333 -24.54334
O 11.32600 7.10084 -25.34542
O 12.12968 8.00763 -22.71825
H 10.85953 9.53245 -23.12017
H 12.11615 9.28435 -24.26252
H 9.86694 8.41407 -25.22187
H 9.92201 7.10586 -24.01053
H 11.26158 7.37552 -26.26302
H 12.74515 7.45970 -23.21077
C 7.30523 3.84760 -18.65580
C 6.66276 2.51802 -18.87611
O 6.97432 2.00089 -20.16359
O 8.76492 3.68429 -18.62115
H 7.04010 4.14555 -17.64138
H 6.99713 4.62615 -19.35368
H 5.58865 2.66784 -18.76685
H 6.94704 1.75231 -18.15433
H 7.91416 2.11055 -20.32574
H 9.13827 3.40158 -19.45917
C 4.56224 3.71513 -22.78544
C 4.06656 4.92704 -21.94264
O 5.11263 5.57038 -21.19444
O 4.80740 2.59841 -21.99915
H 5.44336 3.93064 -23.38984
H 3.84549 3.52938 -23.58536
H 3.32408 4.56553 -21.23121
H 3.67845 5.75147 -22.54079
H 5.79404 5.79955 -21.83065
H 5.37026 2.88340 -21.27557
C 8.04810 7.59681 -15.86832
C 7.25043 8.78578 -16.40630
O 7.43429 8.78594 -17.80907
O 9.46335 7.87573 -15.84092
H 7.68551 6.71692 -16.39975
H 7.74675 7.35883 -14.84819
H 7.50828 9.72872 -15.92413
H 6.21210 8.59993 -16.13165
H 8.36890 8.98348 -17.90438
H 9.64143 8.13643 -16.74752
C 8.53534 13.08795 -14.95189
C 7.57293 13.11577 -16.15270
O 6.33152 12.55483 -15.84776
O 9.86805 13.31647 -15.43431
H 8.50641 12.08145 -14.53448
H 8.32749 13.81909 -14.17066
H 8.04639 12.55372 -16.95771
H 7.43618 14.13047 -16.52658
H 5.64752 12.92299 -16.41185
H 10.46069 12.85302 -14.83799
C 14.59084 6.00721 -25.17923
C 14.10770 4.56955 -25.31802
O 12.72314 4.46380 -25.02461
O 14.29449 6.49175 -23.92789
H 14.08373 6.68855 -25.86240
H 15.66660 6.07115 -25.34276
H 14.53333 3.93135 -24.54366
H 14.37621 4.11996 -26.27399
H 12.51761 5.36613 -24.76933
H 14.50999 5.88672 -23.21439
C 13.70128 7.73895 -15.19370
C 14.79776 7.43795 -16.22870
O 15.99103 8.18097 -15.78081
O 14.00082 7.11947 -14.02523
H 12.83919 7.25567 -15.65341
H 13.54243 8.81663 -15.15503
H 14.43876 7.73659 -17.21360
H 15.07122 6.38335 -16.26244
H 16.79566 7.85452 -16.19020
H 14.76548 7.57623 -13.66710
C 9.66231 4.49869 -15.48561
C 9.59795 2.97486 -15.34289
O 10.19280 2.38805 -16.44660
O 10.95975 5.10683 -15.42683
H 9.01198 4.97227 -14.75015
H 9.29315 4.87204 -16.44082
H 8.57746 2.59413 -15.38476
H 10.07589 2.61896 -14.43019
H 9.67216 2.59387 -17.22645
H 10.67011 5.98838 -15.67294
C 16.19577 11.69459 -18.10109
C 16.21226 10.39407 -18.91413
O 17.41881 10.39535 -19.67744
O 15.18075 11.76531 -17.12903
H 16.08007 12.52354 -18.79935
H 17.11170 11.85845 -17.53336
H 15.28545 10.24563 -19.46828
H 16.34061 9.57849 -18.20248
H 17.41155 9.89873 -20.49897
H 15.61534 11.61106 -16.28705
C 16.55393 6.62745 -20.83600
C 15.10638 6.09334 -20.59671
O 14.80950 5.07543 -21.52773
O 17.56179 5.89381 -20.15331
H 16.70017 7.62119 -20.41267
H 16.90722 6.73841 -21.86117
H 14.32563 6.83232 -20.77686
H 14.92404 5.83941 -19.55251
H 14.24089 4.46079 -21.05816
H 17.68022 5.02403 -20.54197
C 13.70848 2.76257 -16.28424
C 14.85717 2.31950 -17.16174
O 15.61234 1.27330 -16.54276
O 12.73343 3.36157 -17.15787
H 13.99397 3.46426 -15.50050
H 13.32864 1.88434 -15.76220
H 15.52979 3.13343 -17.43229
H 14.44483 1.83708 -18.04794
H 15.05662 0.49823 -16.43304
H 11.90366 3.40331 -16.67689
C 16.85203 2.59696 -20.64816
C 16.25356 2.04024 -21.94119
O 16.98868 1.08391 -22.67863
O 17.98301 3.33435 -21.12703
H 17.17096 1.79105 -19.98719
H 16.17191 3.31546 -20.19067
H 16.04581 2.85966 -22.62929
H 15.23477 1.69383 -21.76750
H 16.40578 0.97582 -23.43371
H 18.11254 3.00930 -22.02099
C 11.94235 13.08197 -18.04259
C 11.86488 11.55248 -17.85968
O 11.40699 10.93640 -19.05251
O 13.22484 13.33034 -18.67221
H 12.04324 13.72280 -17.16666
H 11.16859 13.49999 -18.68653
H 11.22072 11.23116 -17.04119
H 12.82563 11.10131 -17.61170
H 12.22070 10.84524 -19.55368
H 13.93435 12.86768 -18.22039
C 8.22843 12.16693 -25.43810
C 9.63651 12.68798 -25.73773
C 9.76012 14.13229 -25.26016
O 10.56005 11.81412 -25.07440
H 7.44778 12.71737 -25.96316
H 8.02956 12.11237 -24.36778
H 8.24504 11.09150 -25.61496
H 9.90134 12.69542 -26.79505
H 9.62932 14.21574 -24.18126
H 9.17064 14.83233 -25.85225
H 10.79184 14.46093 -25.38527
H 10.95299 12.28782 -24.33765
C 7.84117 11.38984 -19.86169
C 8.59543 12.58029 -20.64656
C 9.51404 12.05401 -21.77102
O 7.67122 13.51731 -21.27742
H 7.32027 10.71331 -20.53923
H 7.08663 11.88438 -19.24997
H 8.46277 10.72722 -19.25949
H 9.16378 13.12622 -19.89354
H 9.01298 11.36928 -22.45526
H 10.34981 11.55272 -21.28287
H 9.89045 12.86884 -22.38946
H 8.12485 14.02224 -21.95630
C 9.81602 7.86650 -20.51161
C 10.33376 7.55410 -19.14011
C 11.82412 7.09523 -19.03965
O 10.13776 8.67351 -18.28061
H 10.25939 8.80450 -20.84578
H 8.73071 7.96165 -20.47777
H 10.02982 7.04773 -21.19864
H 9.76704 6.70888 -18.74956
H 12.19653 6.29863 -19.68374
H 12.05635 6.61009 -18.09160
H 12.58159 7.85997 -19.21142
H 10.46464 9.45656 -18.72957
C 6.63651 9.02318 -24.26265
C 6.78429 8.13540 -22.99335
C 5.64593 8.55441 -22.01951
O 6.70476 6.77729 -23.20982
H 5.59664 9.18719 -24.54529
H 6.94243 8.49979 -25.16850
H 7.20237 9.93282 -24.06153
H 7.78243 8.29809 -22.58672
H 5.54661 9.63771 -21.95095
H 6.01446 8.17661 -21.06581
H 4.61956 8.23761 -22.20473
H 7.31128 6.69239 -23.94909
C 8.19980 4.09222 -22.20921
C 9.49267 3.26721 -22.02881
C 10.69396 4.28088 -21.97623
O 9.44839 2.43329 -20.86643
H 8.23676 4.74248 -23.08322
H 8.08988 4.83499 -21.41907
H 7.30101 3.49133 -22.34785
H 9.51373 2.73411 -22.97931
H 11.66557 3.78698 -21.96492
H 10.66511 4.79411 -21.01505
H 10.73748 4.82781 -22.91808
H 10.21463 1.86785 -20.98793
*
```

Properties
LUMO energy, eV: -0.3
E_tot, eV: -130827.1968